Record 1
Below is a structure of composition C29H47BrN2OP2Sn, with properties calculated with ωB97M-V/def2-TZVPD.

Geometry as XYZ:
```
83
Properties=species:S:1:pos:R:3:forces:R:3:mulliken_charge:R:1
C 1.409564 -1.299803 3.042107 0.54 0.03 0.33 0.56
H -1.388088 -5.184215 1.582701 -0.07 0.61 -0.69 0.54
H 2.273090 -2.478225 -0.497929 0.31 0.08 -0.27 0.46
H -4.752743 1.812879 -0.356509 0.00 -0.11 0.09 0.35
C 3.125795 0.219499 2.153725 0.94 0.53 0.03 -0.01
C 4.706816 0.208741 -2.736168 0.38 -0.18 -0.25 -1.32
C -4.752549 0.904728 0.252647 -0.42 0.06 -0.75 -1.35
C 2.428416 -1.943006 3.776107 0.88 0.02 0.15 -0.88
H -3.346970 0.026839 -3.340051 -0.08 0.10 0.05 0.34
C 3.278340 -3.045655 -2.351378 0.00 -0.05 -0.54 -1.24
C -3.764940 -1.966595 -1.253783 -0.80 0.29 0.29 -1.40
H -0.300586 6.100789 2.449132 0.37 0.19 0.18 0.39
C 0.212277 -2.029061 2.946201 -3.62 -1.85 -0.33 -0.26
Br 5.948233 -0.067813 2.167627 -1.58 -0.71 0.83 -0.06
H -5.431673 1.099833 1.092230 0.42 -0.09 0.06 0.45
H -3.585601 1.724972 -3.711321 0.17 -0.05 0.28 0.45
C 1.035890 -0.920507 -3.287246 -0.83 0.15 0.72 -0.38
H 2.870346 1.301983 -3.163736 0.15 0.10 0.21 0.49
H -2.568276 2.411415 -1.542300 0.05 -0.32 0.09 0.39
C -0.787963 4.252495 0.461194 -0.47 0.19 -0.24 -1.00
P -2.009179 0.260926 -0.500346 -2.23 -0.13 -1.19 0.44
C 0.706604 6.116880 2.015249 -0.54 0.67 0.14 -0.88
H 2.120667 0.218397 -4.815915 -0.09 -0.24 0.00 0.34
H 2.382406 -3.376672 -2.900034 0.37 0.09 0.20 0.34
H 2.149282 -2.782796 4.423009 0.12 0.26 -0.40 0.55
H -4.407395 -1.280307 -1.822539 0.27 -0.30 0.22 0.29
C -2.320976 -1.479387 -1.134673 1.59 -0.27 0.24 -0.14
H -1.797723 -1.610765 -2.095487 -0.03 0.31 0.24 0.37
C 4.113076 -0.543831 2.740051 1.09 0.52 -0.93 -0.39
H 4.604706 -2.064875 4.249978 -0.87 0.23 -0.48 0.48
H 2.141414 3.506345 3.252787 -0.16 0.18 -0.07 0.27
H 3.849921 -1.679842 -0.725277 -0.36 -0.13 -0.12 0.42
H 2.518086 -1.523747 -4.799619 -0.24 0.23 0.14 0.31
C 3.339233 0.747164 -2.340170 -0.41 0.47 0.41 -0.58
H 3.379136 1.072310 1.504041 0.20 -0.25 0.68 0.56
C 2.356695 4.346298 2.584987 0.84 0.14 0.40 -0.64
C 1.756215 -0.003046 2.414591 -1.11 -1.01 -1.17 -0.76
C -2.053362 -3.432127 2.653195 -0.16 -1.02 1.35 1.02
C 2.943664 -2.025110 -1.254961 -0.39 0.30 1.10 -0.53
C -4.431799 -3.193627 2.757196 0.57 -0.91 0.13 -0.50
H 1.423239 6.603940 2.686032 -0.53 0.14 -0.35 0.28
H -1.619921 3.719558 0.950065 0.37 0.08 0.17 0.21
C -3.467026 -4.585399 1.120104 -0.34 -0.28 0.61 -0.52
H -3.803324 -2.936326 -1.772820 0.35 0.30 0.11 0.42
H -3.690418 -5.214670 0.212081 0.43 0.47 1.29 0.40
C -3.185983 -3.057071 3.413211 -0.47 0.66 -0.95 -0.52
H 5.163900 -0.409488 -1.956085 -0.09 0.13 -0.16 0.32
P 2.096756 -0.497155 -1.852031 1.17 -0.31 -0.95 0.78
H -1.457896 1.453244 -2.501685 -0.18 0.07 -0.02 0.44
H -5.210861 0.095654 -0.328242 0.19 0.24 0.18 0.25
H -4.512148 0.996642 -2.402532 0.32 -0.04 -0.14 0.30
H 0.645441 6.626124 1.046675 0.26 0.06 0.31 0.38
O 1.122170 2.771847 0.788292 0.30 -2.14 -0.43 -0.68
C 1.718778 -0.786299 -4.644379 0.42 0.03 -0.37 -1.34
H -1.774656 -2.108514 -0.409092 -0.21 -0.06 -0.21 0.29
H -3.397850 -0.316065 1.430734 0.22 0.05 -0.26 0.26
C -3.528697 1.003985 -2.885266 -0.44 -0.38 -0.21 -1.47
N -4.499740 -3.899466 1.620034 -0.59 0.59 -0.71 -0.46
H 0.961734 -0.960416 -5.414017 0.07 -0.01 0.09 0.44
H 3.422658 1.431383 -1.476015 0.16 -0.10 -0.39 0.44
H 4.682408 -0.357498 -3.677227 -0.04 0.16 0.29 0.31
H -4.206597 -2.142566 -0.264265 0.04 0.13 -0.26 0.19
H -1.015488 5.325580 0.537704 0.11 -0.53 -0.07 0.54
Sn 0.772401 0.800894 0.070203 -1.11 -0.69 1.26 1.06
H 3.194836 4.057866 1.944888 -0.16 0.18 -0.07 0.27
H 5.362529 1.071648 -2.889800 -0.06 -0.16 -0.03 0.44
H 0.677487 -1.947174 -3.109986 0.03 0.31 -0.03 0.44
C -3.356208 0.554189 0.757810 1.05 0.22 1.15 -0.33
H 2.646487 5.220621 3.183658 0.12 -0.61 -0.14 0.31
H 3.707906 -3.932819 -1.864215 -0.12 0.29 -0.08 0.41
H 0.161087 -0.247868 -3.222724 0.20 -0.26 -0.19 0.27
H -0.841096 3.975429 -0.596404 0.27 0.05 0.07 0.21
H -5.395545 -2.764116 3.121430 1.01 -0.54 -0.04 0.41
C 0.534284 3.895954 1.060374 0.15 1.76 0.24 0.58
H 1.151330 0.911058 2.503509 -0.14 -0.40 0.58 0.74
H -3.070242 -2.735203 4.441391 -0.07 0.79 -0.26 0.54
H -2.968848 1.379752 1.376315 -0.20 -0.14 -0.02 0.57
N 1.181892 4.753245 1.826663 -0.83 -1.74 -0.85 0.03
C 3.785081 -1.581505 3.671030 -0.03 0.62 -0.35 -0.21
C -2.210295 -4.479081 1.736113 0.17 0.12 -1.01 -0.45
C -2.402585 1.395696 -1.936774 1.08 0.52 0.33 -0.32
H 4.023152 -2.668832 -3.071815 -0.34 -0.12 0.33 0.30
C -0.770179 -2.818252 2.887744 2.69 2.39 0.40 -0.06
```
Forces are in eV/Å.

Computed properties:
- Gap between HOMO and LUMO (spin up / spin down): 3.68 / 3.69 eV
- Net charge: +4
- HOMO (spin up / spin down): -18.297 / -18.297 eV

---

Record 2
Below is a structure of composition C25H34BCrN6O2S2Si2, with properties calculated with ωB97M-V/def2-TZVPD.

Geometry as XYZ:
```
73
Properties=species:S:1:pos:R:3:forces:R:3:mulliken_spin:R:1
Si 7.568498 9.465408 10.644652 -0.38 -0.13 -0.41 0.02
N 10.948753 11.844025 11.156970 1.60 1.71 -0.71 -0.19
N 12.591664 9.557010 10.204342 -1.32 0.35 -0.38 -0.07
C 13.214000 9.057684 15.432210 1.01 0.73 1.19 0.00
H 15.360688 10.645264 9.265088 1.35 0.70 -0.63 0.00
H 11.632441 6.754831 12.543971 -0.64 -0.38 0.04 0.00
H 11.239898 8.673703 18.652927 -0.83 -0.20 1.19 0.00
C 13.061717 8.438564 9.680629 -0.32 -2.72 0.27 0.03
H 8.568451 6.723739 8.758729 -0.38 0.51 -0.72 0.00
C 7.078245 11.117075 11.263684 0.71 0.91 0.88 0.01
H 12.459055 7.459353 9.697446 1.11 1.85 0.06 0.00
H 11.785828 9.225649 7.478761 -0.36 0.54 -0.14 0.00
H 6.820581 7.278015 11.310637 0.71 -0.01 0.91 0.00
H 7.653227 9.097702 6.903020 0.72 0.00 -0.12 0.00
S 9.743204 9.803809 13.564335 -0.42 0.34 0.09 -0.04
C 9.538922 5.544358 10.160145 0.47 0.02 0.46 0.01
H 7.734058 12.057059 8.299042 0.88 -0.54 -0.21 0.00
H 5.309356 9.103141 9.588025 0.11 -0.19 0.03 0.00
H 6.637838 8.299353 8.708754 -0.14 -0.69 -0.40 0.00
H 12.037114 10.860232 8.069535 -0.40 0.04 -0.47 0.00
B 13.457786 11.980711 10.501321 -1.14 -0.20 -0.86 -0.01
C 9.217990 6.778516 9.596223 0.38 -1.10 0.46 -0.02
Si 9.526332 10.167804 8.109174 0.86 -0.49 0.80 0.03
Cr 10.907659 9.833676 11.380577 0.11 -0.30 -0.05 3.24
H 11.295451 10.589477 6.407049 0.13 -0.12 0.83 0.00
C 11.344365 10.248042 7.471341 -0.24 -0.32 0.18 0.00
H 6.342483 10.005352 8.495480 0.12 -0.06 0.18 0.00
C 10.168860 13.869504 10.544417 0.93 0.57 0.45 0.00
H 9.945079 9.373921 16.540941 1.70 -0.02 0.16 0.00
N 11.966503 12.515252 10.475044 -1.40 -0.21 0.16 0.02
C 9.300586 9.370142 9.916018 0.93 0.76 -0.40 -0.05
C 11.476634 13.720347 10.088208 0.98 -0.60 0.94 0.02
C 7.134543 8.150903 11.927042 -1.17 0.48 -0.82 0.00
C 11.875256 9.289119 15.442544 -2.84 0.25 -0.15 0.00
H 9.618733 14.793663 10.539721 -0.26 -0.15 -0.17 0.00
H 13.643716 8.275234 18.659749 0.00 0.23 0.31 0.00
N 12.269573 9.466716 13.144188 -0.24 0.50 -0.95 0.03
H 6.005036 11.137129 11.328791 -0.58 0.10 -0.02 0.00
C 11.759671 8.840800 17.761449 0.28 0.47 -1.45 0.00
C 8.820982 11.891074 8.061584 -1.42 0.26 -0.55 0.00
H 7.476247 11.456335 12.243437 -0.26 -0.39 -0.48 0.00
N 13.476348 10.511579 9.921842 -0.10 1.13 0.88 0.03
H 14.967515 8.795290 16.688924 0.98 -0.14 -0.18 0.00
H 6.174926 8.515879 12.348159 0.37 -0.04 -0.10 0.00
C 13.916654 8.881509 16.639916 -1.44 -0.66 -0.70 0.00
H 12.167231 14.472687 9.711920 -0.31 -0.38 -0.27 0.00
C 11.328855 9.517073 14.040071 1.18 -0.08 1.18 0.00
H 7.810762 8.038239 12.768032 0.15 -0.63 -0.23 0.00
C 14.358191 8.632663 9.210234 -0.73 0.03 -0.46 0.00
C 10.825320 6.657011 11.802885 0.62 1.23 -0.27 0.02
C 11.071765 9.251218 16.601917 0.41 -0.80 0.02 0.00
H 9.206429 4.604756 9.722784 -0.22 0.34 -0.11 0.00
C 10.352184 5.447473 11.299338 -0.19 1.11 -0.14 0.00
S 13.772190 9.094695 13.755028 0.20 1.04 0.01 0.00
O 14.044211 7.754899 13.366922 0.49 -0.87 -0.38 0.00
N 10.475650 7.876525 11.286295 -0.28 -2.16 -1.15 -0.12
H 9.057541 8.078042 6.979142 0.51 -0.88 -0.41 0.00
H 8.968804 12.359660 7.073513 0.08 -0.33 0.19 0.00
H 7.414684 11.830816 10.515823 -0.23 0.29 -0.06 0.00
H 9.099590 12.290866 11.716703 -1.17 0.22 0.62 -0.02
H 8.980224 9.492934 5.787394 0.12 -0.68 0.81 0.00
C 14.551255 9.999415 9.358052 -0.52 -1.23 0.25 0.01
H 13.831356 11.883707 11.607253 0.28 0.38 0.66 0.00
O 14.727049 10.139711 13.495349 -0.66 -0.68 0.23 0.00
C 6.339427 9.188268 9.227401 -0.04 0.60 0.36 -0.01
H 14.020429 12.671038 9.700891 0.43 0.10 0.17 0.00
C 9.935718 12.709912 11.250976 0.44 -1.09 -0.55 0.06
C 13.151425 8.648101 17.777718 -0.38 0.42 -0.73 0.00
H 10.583186 4.491591 11.763045 0.13 0.31 -0.14 0.00
H 9.345390 12.502369 8.755536 0.55 0.54 0.56 0.00
C 8.765112 9.087986 6.810387 -1.80 1.12 -0.61 -0.01
C 9.669801 7.970508 10.169686 0.36 -0.67 1.13 -0.01
H 14.945137 7.875906 8.739340 0.43 -0.03 -0.09 0.00
```
Forces are in eV/Å.

Computed properties:
- Multiplicity: 4
- Gap between HOMO and LUMO (spin up / spin down): 8.31 / 8.21 eV
- Energy relative to the best compared isomer or geometry (same formula, charge and spin): 6.2 kJ/mol
- Net charge: 0
- HOMO (spin up / spin down): -8.622 / -8.592 eV